C7H14 | ωB97M-V/def2-TZVPD

Positions of all 21 atoms, in Å:
1 C 1.662 -0.217 -0.800
2 C 1.071 -1.326 1.304
3 C -0.227 1.930 -0.131
4 C -0.529 0.915 2.077
5 C -1.496 -0.835 -2.382
6 C 0.959 -0.184 0.334
7 C 0.067 0.931 0.698
8 H 1.642 0.576 -1.525
9 H 2.301 -1.050 -1.035
10 H 1.766 -2.074 0.929
11 H 0.097 -1.803 1.447
12 H 1.424 -0.982 2.279
13 H -1.702 0.038 -1.780
14 H 0.161 1.999 -1.130
15 H -0.884 2.730 0.171
16 H -1.088 -0.002 2.253
17 H -1.204 1.758 2.205
18 H 0.252 0.984 2.833
19 H -0.767 -0.591 -3.140
20 H -2.407 -1.177 -2.857
21 H -1.100 -1.619 -1.749

Output
Structure (SMILES): C=C(C)C(=C)C.C
Energy above the lowest of the compared OMol25 structures with the same formula, charge and spin, kcal/mol: 32.0
Lowest unoccupied orbital energy, hartree: 0.03490
Largest force on an atom, eV/Å: 0.7
Molar mass, g mol⁻¹: 98.2

Atomic partial charges in e from the Löwdin method, atoms 1 to 5: atom 1 (C): 0.049, atom 2 (C): -0.069, atom 3 (C): 0.045, atom 4 (C): -0.067, atom 5 (C): -0.041